DFT (wB97M-V/def2-TZVPD) results for a molecular structure, C38H48BBr2GaN3OS.

LUMO ... -3.6 eV
Orbital gap ... 6.84 eV

Geometry as ORCA input:
```
! RIJCOSX wB97M-V def2-TZVPD def2/J DEFGRID3
* xyz 1 1
Ga 1.328 0.100 0.467
C 0.145 0.014 3.807
C 1.533 -0.517 3.574
C 2.282 -1.047 4.672
C 3.611 -1.433 4.504
C 4.186 -1.314 3.238
C 5.533 -1.634 2.930
Br 6.913 -1.730 4.180
C 6.026 -1.717 1.609
C 5.265 -1.218 0.574
Br 6.041 -0.793 -1.028
C 3.895 -0.851 0.834
O 3.116 -0.428 -0.151
C 3.365 -0.917 2.163
N 2.028 -0.534 2.319
H 0.049 0.393 4.851
H -0.598 -0.808 3.701
H -0.108 0.822 3.125
H 1.769 -1.089 5.650
H 4.194 -1.779 5.337
H 7.014 -2.079 1.374
C -3.648 0.345 2.442
C -3.545 1.873 2.326
C -4.907 2.491 1.986
C -2.538 2.556 1.388
C -2.244 3.898 1.587
C -1.387 4.595 0.775
C -0.942 4.052 -0.416
C -1.245 2.725 -0.692
C -0.961 2.349 -2.149
C -1.940 3.086 -3.081
C 0.428 2.752 -2.615
C -1.918 1.898 0.296
N -1.919 0.505 0.073
B -0.731 -0.411 -0.076
N -1.305 -1.530 -0.941
C -2.703 -1.355 -1.019
C -3.025 -0.109 -0.573
C -0.589 -2.496 -1.692
C -0.441 -2.232 -3.089
C 0.206 -3.167 -3.905
C 0.639 -4.382 -3.388
C 0.350 -4.694 -2.056
C -0.203 -3.753 -1.148
C -0.281 -4.150 0.338
C -0.681 -3.162 1.453
C 1.046 -4.884 0.630
C -1.197 -1.138 -3.811
C -2.593 -1.570 -4.290
C -0.400 -0.459 -4.954
H -4.361 0.074 3.284
H -2.673 -0.088 2.619
H -4.065 -0.185 1.596
H -3.265 2.154 3.344
H -5.340 2.161 1.026
H -4.793 3.585 1.916
H -5.676 2.268 2.718
H -2.786 4.404 2.411
H -1.066 5.601 1.074
H -0.429 4.678 -1.136
H -1.112 1.252 -2.212
H -1.753 4.173 -3.118
H -2.991 2.985 -2.710
H -1.918 2.721 -4.118
H 0.483 3.816 -2.899
H 0.684 2.210 -3.511
H 1.225 2.601 -1.880
H -3.365 -2.142 -1.363
H -3.974 0.405 -0.698
H 0.209 -3.006 -4.977
H 1.139 -5.137 -3.972
H 0.670 -5.665 -1.660
H -1.041 -4.956 0.393
H -0.499 -3.711 2.393
H -1.725 -2.904 1.491
H 0.005 -2.285 1.483
H 1.866 -4.486 0.030
H 0.899 -5.969 0.365
H 1.334 -4.909 1.694
H -1.262 -0.375 -3.010
H -2.573 -2.183 -5.230
H -3.173 -0.658 -4.534
H -3.136 -2.130 -3.507
H -0.239 -1.162 -5.825
H 0.587 -0.080 -4.623
H -0.994 0.370 -5.347
C 3.839 2.933 -0.091
S 2.581 2.437 1.110
C 1.957 4.022 1.751
H 4.429 3.782 0.323
H 3.375 3.257 -1.064
H 4.436 2.050 -0.263
H 2.814 4.577 2.202
H 1.177 3.807 2.497
H 1.590 4.635 0.899
*
```